P | {"formula": "C5H11NO2", "method": "wB97M-V/def2-TZVPD", "elements": ["H", "C", "C", "H", "O", "H", "H", "H", "H", "O", "C", "H", "C", "N", "H", "C", "H", "H", "H"], "coordinates": [[-0.872, 1.821, -0.860], [-1.019, 0.737, -0.554], [2.584, -0.573, -0.664], [3.393, -0.525, -1.403], [-2.373, -1.898, 0.205], [1.641, 1.185, -1.184], [0.622, 0.700, 0.892], [-1.192, 0.298, -1.566], [-1.467, 0.183, 2.072], [3.012, -0.511, 0.703], [-2.215, 0.508, 0.297], [0.099, -0.857, 0.207], [0.305, 0.209, -0.039], [1.428, 0.224, -0.936], [-3.532, -0.731, 1.377], [-2.734, -0.792, 0.615], [3.035, 0.336, 1.159], [-2.976, 1.288, 0.448], [2.260, -1.601, -0.769]], "lowdin_charge": [0.13, -0.22, -0.28, 0.12, 0.00, 0.11, 0.10, 0.14, 0.27, -0.07, -0.08, 0.13, -0.28, -0.07, 0.10, -0.40, 0.08, 0.10, 0.11], "homo_lumo_gap_ev": 8.304, "homo_energy_ev": -9.23, "e_lumo_ev": -0.924}

---

Q | {"formula": "C5H11NO2", "method": "wB97M-V/def2-TZVPD", "elements": ["C", "H", "H", "C", "H", "H", "H", "C", "H", "H", "H", "O", "C", "N", "O", "H", "C", "H", "H"], "coordinates": [[-1.480, 0.982, -0.406], [0.078, 1.719, 0.563], [-1.566, -0.890, -1.444], [0.825, 0.242, -0.784], [1.731, 0.793, -0.963], [0.657, -1.806, -0.258], [2.278, -1.117, -0.136], [0.990, -0.790, 1.588], [1.659, -1.438, 2.163], [-0.063, -1.042, 1.765], [-3.092, -0.046, -1.361], [1.204, 0.580, 1.944], [1.227, -0.958, 0.095], [-0.147, 1.198, -0.269], [-2.279, 1.450, 0.403], [1.393, 0.658, 2.882], [-2.028, 0.105, -1.495], [0.472, -0.049, -1.755], [-1.859, 0.410, -2.530]], "lowdin_charge": [-0.54, 0.12, 0.08, -0.18, 0.11, 0.10, 0.11, -0.23, 0.12, 0.12, 0.08, -0.08, -0.15, 0.06, 0.03, 0.09, -0.01, 0.10, 0.09], "smiles": "CC(=O)NCCCO", "homo_lumo_gap_ev": 9.836, "homo_energy_ev": -9.15, "e_lumo_ev": 0.684}

---

R | {"formula": "C5H11NO2", "method": "wB97M-V/def2-TZVPD", "elements": ["O", "H", "H", "H", "H", "O", "C", "H", "C", "H", "H", "C", "H", "C", "C", "H", "H", "N", "H"], "coordinates": [[0.227, -1.735, -0.062], [2.452, 1.449, -0.252], [-3.540, -0.410, -1.181], [2.464, -1.214, 1.238], [1.222, -0.458, -1.266], [-0.906, 1.288, -0.340], [2.981, 0.634, 0.241], [3.538, 0.056, -0.498], [-1.879, 0.571, -0.190], [-3.225, -0.181, 1.151], [-2.264, 0.146, -2.243], [1.065, -0.897, -0.263], [-2.131, 1.022, 1.778], [1.949, -0.336, 0.835], [-2.461, -0.302, -1.271], [1.286, 0.089, 1.587], [3.686, 1.022, 0.971], [-2.518, 0.513, 1.009], [-1.946, -1.256, -1.243]], "lowdin_charge": [0.03, 0.07, 0.08, 0.12, 0.13, 0.02, -0.11, 0.07, -0.60, 0.10, 0.09, -0.29, 0.10, -0.21, -0.01, 0.11, 0.07, 0.16, 0.07], "smiles": "CC(N)=O.CCC=O", "homo_lumo_gap_ev": 10.551, "homo_energy_ev": -9.58, "e_lumo_ev": 0.967}

---

S | {"formula": "C5H11NO2", "method": "wB97M-V/def2-TZVPD", "elements": ["O", "N", "C", "H", "H", "H", "C", "C", "H", "H", "C", "H", "H", "H", "H", "O", "H", "H", "C"], "coordinates": [[-0.514, -1.016, 1.709], [-1.718, -0.069, 0.133], [0.802, -0.290, -0.200], [2.850, -0.871, -0.436], [-0.171, 0.151, -2.107], [-3.159, 1.475, 0.101], [2.144, -0.700, 0.381], [-0.250, -0.407, 0.608], [-1.925, -0.456, -0.785], [-1.543, 1.947, -0.483], [-2.086, 1.350, 0.247], [1.539, -0.154, -2.215], [-1.915, -0.704, 1.088], [-1.821, 1.684, 1.249], [2.553, 0.122, 0.993], [2.114, -1.900, 1.132], [1.356, -1.839, 1.734], [0.969, 1.377, -1.570], [0.775, 0.300, -1.580]], "lowdin_charge": [-0.09, 0.01, -0.23, 0.11, 0.06, 0.09, -0.23, -0.41, 0.15, 0.09, -0.05, 0.08, 0.20, 0.10, 0.12, -0.07, 0.06, 0.08, -0.07], "smiles": "C[NH2+]/C([O-])=C(\\C)CO", "homo_lumo_gap_ev": 8.185, "homo_energy_ev": -7.69, "e_lumo_ev": 0.499}

---

Q: What are the energies relative to the best structure? A: P 0.1721; Q 0.0129; R 0.0000; S 0.0926, in hartree.